DFT (the ωB97M-V functional and the def2-TZVPD basis) results for a cluster of 6 separate species, C26H68N8O10 in total at a distorted geometry.

Geometry as XYZ:
```
112
Properties=species:S:1:pos:R:3:forces:R:3
C 14.560665 7.633295 14.767395 -0.3 0.7 0.8
O 13.670725 8.284775 15.680675 0.5 2.2 0.1
C 14.138835 9.685055 16.088515 -2.2 -1.0 -0.1
C 13.590345 10.782765 15.118515 -0.5 -0.7 0.5
N 12.207035 10.380465 14.767525 1.3 -0.6 -0.1
C 11.613465 11.047155 13.614725 -0.6 -0.5 -0.2
C 10.795205 9.974705 12.755435 0.8 1.0 1.2
O 11.748465 8.999335 12.414015 0.2 0.4 -0.3
C 11.248835 7.736305 12.082265 0.6 -0.4 0.9
H 15.454655 7.577185 15.388455 0.7 -0.5 -1.0
H 14.652385 8.184515 13.831525 0.5 0.3 0.1
H 14.166055 6.658765 14.479845 -0.1 -0.1 0.5
H 15.201185 9.767915 16.318005 0.2 -0.4 -0.5
H 13.606005 9.804165 17.031915 0.0 -0.1 0.0
H 14.306135 10.856265 14.299765 -0.2 0.1 -0.6
H 13.501175 11.758685 15.595715 0.5 0.0 0.4
H 12.392975 9.416645 14.529665 -0.7 -0.4 -0.1
H 12.373695 11.547555 13.014925 0.1 -0.2 -0.5
H 11.007255 11.852535 14.029425 -0.6 0.0 -0.4
H 10.283415 10.339245 11.864775 0.2 0.5 -0.1
H 10.026605 9.522345 13.382115 -0.1 0.0 0.3
H 12.135815 7.108685 12.168675 -0.1 -0.3 -0.7
H 10.753065 7.679685 11.113195 0.0 0.0 -0.1
H 10.607765 7.375295 12.886505 -0.5 0.0 -0.1
C 9.608215 19.237115 9.603955 -0.2 -1.4 -0.6
O 8.894925 18.291045 10.344425 -0.5 1.5 2.6
C 8.437895 17.098555 9.811245 0.7 -0.4 0.1
C 7.855915 16.312715 10.970235 -1.5 0.5 2.3
N 8.748785 16.078035 12.168535 0.7 -0.8 -1.3
C 8.221185 15.588955 13.448805 0.5 0.8 0.6
C 9.269115 15.186945 14.550045 -0.8 -1.9 -0.6
O 10.153225 16.152615 14.911695 1.7 2.8 -0.5
C 11.155705 15.706565 15.780815 -1.1 -0.6 1.6
H 10.021685 19.976295 10.290085 0.1 -0.2 -0.1
H 8.978035 19.717015 8.855175 -0.1 0.2 -0.1
H 10.342215 18.612615 9.094695 0.8 0.7 -0.4
H 9.309935 16.625575 9.359655 -0.1 -0.6 -0.6
H 7.635065 17.333715 9.112485 -0.1 -0.5 -0.4
H 7.193855 15.480985 10.729405 1.0 -0.8 -0.5
H 7.063805 16.958165 11.349805 -0.3 0.7 0.0
H 9.227425 16.954425 12.319985 0.1 0.0 0.1
H 7.481915 14.791995 13.368625 0.3 -0.3 -0.4
H 7.680045 16.388175 13.955285 -0.4 0.4 0.1
H 9.911115 14.320955 14.388785 -0.4 -0.7 -1.1
H 8.704315 14.888345 15.433185 -0.6 0.0 0.2
H 11.791925 16.491275 16.190145 0.0 0.2 -0.8
H 11.706345 14.806765 15.506505 0.3 0.2 -1.0
H 10.635755 15.317175 16.656105 -0.2 0.0 0.6
C 17.251835 10.761665 13.755625 1.0 -0.9 -0.6
O 16.234505 10.043215 13.110715 -0.7 -0.5 0.2
C 15.799605 10.655155 11.912755 -1.3 0.2 0.3
C 14.707525 9.770835 11.232985 1.0 0.3 0.6
N 14.295645 10.302095 9.934345 -0.5 -0.1 -0.1
C 13.079945 9.662295 9.363815 1.1 -0.1 -1.1
C 13.062295 10.073045 7.827055 0.1 -0.8 0.8
O 14.207625 9.627535 7.085225 1.0 -0.9 0.4
C 14.368145 8.191935 7.025185 -0.4 0.1 -0.1
H 17.554945 10.244405 14.665935 -0.3 -0.2 0.0
H 17.076115 11.805215 14.016835 -0.5 0.2 -0.3
H 18.074655 10.657605 13.048345 0.7 0.7 0.3
H 16.622585 10.950065 11.261725 0.2 -0.3 -0.2
H 15.310575 11.568975 12.250225 -0.2 0.5 -0.5
H 13.881025 9.697085 11.939765 -0.2 0.1 -0.3
H 15.128005 8.770115 11.133695 0.0 -0.4 0.0
H 14.988565 9.992865 9.267745 0.5 0.5 -0.1
H 12.187995 9.941165 9.924845 -0.1 0.1 -0.3
H 13.240645 8.586565 9.435025 -0.6 -0.3 0.1
H 13.068335 11.162675 7.854615 0.1 0.0 -0.5
H 12.254135 9.685105 7.206985 -0.8 0.2 0.8
H 13.525795 7.669885 6.571315 -0.7 0.3 0.3
H 14.564425 7.737145 7.996135 -0.1 0.1 0.2
H 15.160265 7.836145 6.366355 0.5 1.0 0.0
C 10.328715 14.462265 6.767245 -0.8 -0.6 0.1
O 11.092585 15.363155 7.557575 -1.1 0.3 0.1
C 12.485915 15.351015 7.341365 -0.1 0.0 -0.6
C 13.305845 16.315955 8.229665 -1.2 -0.2 -0.8
N 13.264815 15.871265 9.587905 0.7 -1.4 0.2
C 14.273235 16.440885 10.451805 -0.3 0.6 0.0
C 14.033125 16.207135 11.929605 1.5 0.8 -0.4
O 14.085685 14.794725 12.136775 -1.1 0.8 0.8
C 14.265295 14.333495 13.469305 1.2 0.0 0.1
H 9.271375 14.620155 6.979885 0.1 0.2 0.5
H 10.502385 13.394615 6.901605 0.5 -0.1 1.0
H 10.319475 14.469175 5.677305 0.9 1.2 -0.4
H 12.586585 15.638985 6.294925 0.7 -0.2 -0.3
H 12.768655 14.314755 7.526635 0.8 0.0 -0.1
H 12.829395 17.291685 8.324785 0.0 0.6 -1.3
H 14.284405 16.416325 7.760155 0.2 -0.1 0.4
H 12.294365 16.067255 9.787695 0.1 -0.1 1.4
H 14.387495 17.505695 10.248765 -0.2 0.7 0.4
H 15.287285 16.103015 10.238115 -0.2 -0.8 -0.4
H 13.266225 16.876575 12.319245 -1.6 -1.2 0.0
H 14.824685 16.732055 12.464385 1.0 -0.5 0.0
H 14.205975 13.245135 13.462985 -0.5 0.1 -0.1
H 13.668695 14.782995 14.263095 -0.7 0.0 -0.4
H 15.288245 14.538955 13.784665 0.4 0.2 -0.1
N 8.036525 11.965395 10.830585 3.0 -3.3 4.4
C 7.235505 12.656905 10.148575 -4.8 1.8 -2.2
N 7.827765 13.102505 9.059555 0.6 2.0 -3.8
O 6.024885 12.832655 10.359395 0.4 0.2 0.4
H 7.771065 11.749435 11.780845 0.3 -0.2 -0.2
H 8.980895 11.935685 10.473665 0.4 -0.2 0.7
H 8.826275 13.098185 8.907715 0.0 -0.1 0.3
H 7.267245 13.515465 8.327855 0.0 -0.1 0.4
N 12.657215 12.910635 10.525915 1.4 -1.1 0.0
C 11.379255 13.241005 10.502805 1.4 1.5 0.7
N 11.084065 14.292825 11.271935 -0.8 0.7 0.6
O 10.541745 12.727625 9.807905 -1.9 -2.0 -1.8
H 12.992175 12.068275 10.080575 0.2 0.3 0.0
H 13.293245 13.560845 10.964985 0.2 -0.3 -0.2
H 10.101375 14.524945 11.295085 0.1 0.7 0.5
H 11.772885 14.711885 11.880225 -0.4 -0.1 0.0
```
Forces are in eV/Å.

Computed properties:
Kohn-Sham gap	9.0	eV
relative energy (zero: lowest compared OMol25 entry of this formula, charge and spin)	4.0420	eV
structure (SMILES)	COCCNCCOC.COCCNCCOC.COCCNCCOC.COCCNCCOC.NC(N)=O.NC(N)=O

Atom charges from the Löwdin analysis, given in e for atoms 1 to 99:
1 C -0.096
2 O -0.230
3 C -0.115
4 C -0.192
5 N -0.051
6 C -0.167
7 C -0.165
8 O -0.256
9 C -0.098
10 H 0.088
11 H 0.063
12 H 0.084
13 H 0.107
14 H 0.110
15 H 0.079
16 H 0.109
17 H 0.071
18 H 0.082
19 H 0.099
20 H 0.103
21 H 0.117
22 H 0.090
23 H 0.092
24 H 0.091
25 C -0.086
26 O -0.222
27 C -0.221
28 C -0.159
29 N -0.058
30 C -0.158
31 C -0.255
32 O -0.177
33 C -0.116
34 H 0.093
35 H 0.086
36 H 0.076
37 H 0.110
38 H 0.130
39 H 0.105
40 H 0.108
41 H 0.099
42 H 0.119
43 H 0.109
44 H 0.097
45 H 0.118
46 H 0.096
47 H 0.068
48 H 0.084
49 C -0.112
50 O -0.231
51 C -0.200
52 C -0.177
53 N -0.064
54 C -0.173
55 C -0.168
56 O -0.203
57 C -0.100
58 H 0.088
59 H 0.086
60 H 0.089
61 H 0.123
62 H 0.095
63 H 0.093
64 H 0.120
65 H 0.098
66 H 0.104
67 H 0.095
68 H 0.108
69 H 0.119
70 H 0.084
71 H 0.073
72 H 0.084
73 C -0.121
74 O -0.195
75 C -0.199
76 C -0.197
77 N -0.067
78 C -0.207
79 C -0.209
80 O -0.223
81 C -0.073
82 H 0.076
83 H 0.080
84 H 0.082
85 H 0.119
86 H 0.120
87 H 0.115
88 H 0.125
89 H 0.102
90 H 0.113
91 H 0.125
92 H 0.126
93 H 0.117
94 H 0.062
95 H 0.077
96 H 0.089
97 N 0.184
98 C -0.809
99 N 0.162